#P
ORCA calculation (ωB97M-V/def2-TZVPD) on an isolated molecule of C4H12N2O.

Properties
orbital gap: 9.77 eV
E_HOMO: -0.3258 hartree
spin multiplicity: 1
SMILES: C[C@@H](CN)NCO

Last column: natural (NBO) charge in e.
Geometry (Å):
C: -1.27 0.10 1.83  0.09
C: 0.01 0.27 -0.36  -0.07
H: -2.53 -0.13 0.47  0.46
H: 0.95 2.06 -0.75  0.20
H: 0.38 -2.34 -1.56  0.39
O: -2.54 -0.47 1.37  -0.72
H: -0.51 2.02 -1.54  0.23
C: 1.12 -0.83 -0.09  -0.25
H: -0.75 -0.37 -0.67  0.17
H: 0.20 1.27 1.32  0.35
H: 1.90 -1.39 -1.84  0.36
H: 1.24 -1.43 0.82  0.21
H: 0.90 1.08 -2.12  0.21
H: -1.40 0.73 2.77  0.17
H: 2.04 -0.29 -0.15  0.18
H: -0.55 -0.79 1.94  0.13
N: 1.16 -1.85 -1.10  -0.87
N: -0.66 0.96 0.91  -0.64
C: 0.31 1.39 -1.26  -0.62



#Q
ORCA calculation (ωB97M-V/def2-TZVPD) on a 3-piece molecular cluster, C4H12N2O overall.

Properties
orbital gap (alpha / beta): 8.44 / 7.58 eV
E_HOMO (alpha / beta): -0.2742 / -0.2448 hartree
spin multiplicity: 1

Last column: natural (NBO) charge in e.
Geometry (Å):
H: -1.76 1.75 -1.36  0.16
O: 0.43 -2.35 1.37  -0.60
H: -0.27 -0.69 -0.03  0.46
H: 0.03 0.80 1.80  0.22
H: 0.45 2.07 0.65  0.20
H: 0.75 -0.40 -2.13  0.22
N: 1.39 -1.58 0.67  -0.35
H: 0.57 -2.11 2.30  0.47
N: 0.41 0.12 -0.14  -0.48
H: 1.47 -2.11 -0.20  0.29
H: 1.00 1.31 -1.77  0.21
H: 1.71 0.93 1.27  0.20
C: 0.67 1.05 0.96  -0.41
C: 1.13 0.30 -1.39  -0.41
C: -2.58 0.19 -0.19  -0.53
H: 2.19 0.08 -1.21  0.20
H: -3.63 0.45 -0.29  0.20
C: -1.58 0.87 -0.73  -0.21
H: -2.39 -0.69 0.44  0.18



#R
ORCA calculation (ωB97M-V/def2-TZVPD) on a 3-piece molecular cluster, C4H12N2O overall.

Properties
orbital gap: 7.96 eV
E_HOMO: -0.2645 hartree
spin multiplicity: 1

Last column: natural (NBO) charge in e.
Geometry (Å):
H: -1.72 0.42 -1.52  0.21
O: 1.57 1.07 0.79  -0.76
N: 0.31 0.84 -1.84  -0.87
H: 0.38 -2.89 -0.47  0.38
H: 0.02 1.50 2.96  0.21
H: 1.22 1.50 -0.01  0.49
H: -1.03 1.67 1.55  0.20
C: -0.46 0.96 2.15  -0.64
N: 0.47 -1.94 -0.81  -0.82
H: 0.84 -1.27 -0.05  0.41
H: 0.06 1.23 -2.74  0.38
H: -0.32 0.04 0.13  0.21
H: 1.07 -0.51 1.90  0.18
H: 1.19 0.33 -1.90  0.38
C: -0.74 -0.01 -1.31  -0.24
C: 0.55 0.22 1.28  -0.13
H: -1.17 0.25 2.58  0.20
C: -0.66 -1.41 -1.35  0.03
H: -1.57 -2.00 -1.37  0.19



Energies, relative to the best one, in hartree: #P 0.0000; #Q 0.1968; #R 0.0373.



#P
ORCA calculation (ωB97M-V/def2-TZVPD) on a 2-piece molecular cluster, C4H12N2O overall.

Properties
orbital gap: 10.39 eV
E_HOMO: -0.3515 hartree
spin multiplicity: 1
SMILES: CC(C)C.NN=O

Last column: natural (NBO) charge in e.
Geometry (Å):
C: -0.26 0.15 -1.01  -0.21
C: 0.90 -0.82 -0.91  -0.62
H: 0.76 -1.67 -1.57  0.21
H: -0.99 1.96 -0.02  0.20
C: -0.23 1.20 0.19  -0.61
N: 0.08 -0.88 3.16  -0.59
H: -0.60 -0.81 3.91  0.38
O: -1.41 -1.72 1.85  -0.39
H: 1.06 -0.68 3.32  0.40
H: 0.71 1.45 -2.45  0.20
H: -0.33 0.20 -3.18  0.21
C: -0.23 0.90 -2.34  -0.60
N: -0.25 -1.39 1.99  0.23
H: -1.20 -0.40 -0.93  0.20
H: -1.05 1.62 -2.40  0.20
H: 0.75 1.66 0.23  0.19
H: 0.93 -1.22 0.12  0.23
H: -0.49 0.80 1.17  0.20
H: 1.85 -0.34 -1.13  0.19



#Q
ORCA calculation (ωB97M-V/def2-TZVPD) on a 2-piece molecular cluster, C4H12N2O overall.

Properties
orbital gap: 8.70 eV
E_HOMO: -0.2840 hartree
spin multiplicity: 1
SMILES: N/C=C/CCN.O

Last column: natural (NBO) charge in e.
Geometry (Å):
H: -1.23 1.27 0.39  0.20
N: -2.77 -0.01 -0.41  -0.80
H: 1.56 -0.71 -0.67  0.20
H: -2.98 -0.98 -0.70  0.39
C: 0.97 -0.04 -0.07  -0.43
H: 2.82 -0.06 1.97  0.38
C: 0.99 -0.76 1.40  -0.22
O: -0.34 2.33 -2.05  -0.96
N: 2.47 -0.97 1.74  -0.91
H: 1.32 1.00 -0.08  0.21
H: 0.30 -1.68 1.32  0.19
C: -0.47 -0.41 -0.62  -0.37
H: 0.41 -0.26 2.15  0.19
H: -0.17 1.98 -2.97  0.47
C: -1.53 0.30 -0.19  0.01
H: -3.52 0.46 0.11  0.39
H: -0.40 1.56 -1.52  0.48
H: 2.93 -1.79 1.44  0.39
H: -0.36 -1.21 -1.23  0.20



#R
ORCA calculation (ωB97M-V/def2-TZVPD) on a 2-piece molecular cluster, C4H12N2O overall.

Properties
orbital gap: 9.78 eV
E_HOMO: -0.3298 hartree
spin multiplicity: 1
SMILES: CNC(C)=O.CN

Last column: natural (NBO) charge in e.
Geometry (Å):
C: 0.90 0.78 -1.62  0.66
H: -2.89 -2.08 3.88  0.20
H: 0.11 -0.29 -3.26  0.24
H: 3.31 2.26 -1.74  0.19
N: 1.13 2.11 -1.62  -0.62
C: -1.99 -1.83 3.25  -0.42
H: -0.97 1.07 -2.83  0.21
N: -1.95 -3.06 2.41  -0.86
H: 2.62 3.50 -0.95  0.19
H: 0.69 2.80 -2.28  0.41
O: 1.71 0.01 -1.05  -0.64
H: -1.01 -0.36 -1.91  0.24
C: -0.31 0.30 -2.43  -0.71
H: 2.57 1.77 -0.16  0.25
C: 2.49 2.40 -1.04  -0.43
H: -1.08 -1.57 3.92  0.17
H: -2.13 -0.84 2.68  0.19
H: -2.06 -3.94 2.98  0.36
H: -1.15 -3.06 1.78  0.36



Energies, relative to the best one, in hartree: #P 0.0501; #Q 0.0583; #R 0.0000.